1.
{"formula": "C15H22N4O", "method": "ωB97M-V/def2-TZVPD", "e_homo_ev": -8.405, "elements": ["O", "N", "C", "C", "C", "C", "N", "N", "N", "C", "C", "C", "C", "C", "C", "C", "C", "C", "C", "C", "H", "H", "H", "H", "H", "H", "H", "H", "H", "H", "H", "H", "H", "H", "H", "H", "H", "H", "H", "H", "H", "H"], "coordinates": [[0.120, 5.207, 0.175], [1.182, -0.102, -1.399], [0.331, 4.025, 0.237], [1.224, -0.303, -0.079], [0.668, 0.868, 0.553], [0.265, 1.706, -0.527], [0.538, 1.082, -1.712], [-0.297, 2.957, -0.439], [0.848, -2.369, 1.342], [1.471, 3.793, 1.258], [1.628, -3.510, 1.982], [1.804, -1.583, 0.430], [0.262, 1.667, -3.045], [-1.226, 3.219, -1.564], [-0.412, 3.032, -2.903], [-2.539, -3.170, -0.034], [-1.948, -2.337, 1.821], [-0.338, -2.953, 0.531], [-1.613, -3.688, 1.174], [-1.552, -2.025, 0.390], [0.606, 0.993, 1.626], [1.099, 3.904, 2.280], [2.056, 2.879, 1.243], [2.325, 4.423, 0.976], [2.618, -3.014, 2.385], [1.021, -3.932, 2.752], [1.862, -4.251, 1.206], [2.589, -1.289, 1.202], [2.225, -2.196, -0.368], [-0.280, 0.944, -3.644], [1.210, 1.800, -3.585], [-2.121, 2.690, -1.544], [-1.559, 4.255, -1.541], [-1.094, 3.290, -3.787], [0.424, 3.787, -2.762], [-2.383, -3.730, -0.915], [-3.569, -2.874, 0.035], [-1.256, -2.017, 2.656], [-2.899, -1.898, 2.146], [-0.023, -3.591, -0.317], [-1.704, -4.681, 1.671], [-1.562, -1.006, 0.094]], "nbo_charge": [-0.585, -0.288, 0.704, 0.151, -0.361, 0.327, -0.189, -0.465, -0.440, -0.722, -0.413, -0.253, -0.215, -0.216, -0.421, -0.393, -0.412, -0.038, -0.194, -0.214, 0.238, 0.239, 0.222, 0.238, 0.197, 0.206, 0.172, 0.209, 0.206, 0.214, 0.216, 0.204, 0.237, 0.235, 0.217, 0.191, 0.209, 0.204, 0.200, 0.177, 0.202, 0.206]}

=====

2.
{"formula": "C15H22N4O2S2", "method": "ωB97M-V/def2-TZVPD", "e_homo_ev": -8.144, "smiles": "CC[C@H]1CCCCN1C(=O)CSC1=NN2CCCC(=O)N=C2S1", "elements": ["C", "C", "H", "H", "C", "N", "C", "O", "C", "H", "H", "S", "C", "N", "N", "C", "N", "C", "O", "C", "H", "H", "C", "C", "H", "H", "H", "H", "S", "C", "C", "C", "C", "H", "H", "H", "H", "H", "H", "H", "H", "H", "H", "H", "H"], "coordinates": [[-4.460, -1.924, 0.155], [-4.269, -0.452, -0.189], [-4.862, -0.203, -1.071], [-4.631, 0.161, 0.635], [-2.800, -0.118, -0.498], [-1.941, -0.397, 0.639], [-1.002, -1.361, 0.716], [-0.334, -1.550, 1.712], [-0.804, -2.228, -0.532], [-1.684, -2.830, -0.748], [-0.520, -1.630, -1.396], [0.536, -3.416, -0.223], [1.838, -2.297, -0.049], [1.775, -1.061, -0.375], [2.932, -0.419, -0.123], [3.956, -1.153, 0.394], [5.095, -0.752, 0.772], [5.686, 0.472, 0.662], [6.283, 0.967, 1.588], [5.668, 1.154, -0.708], [5.852, 2.214, -0.518], [6.518, 0.773, -1.279], [4.375, 0.970, -1.509], [3.139, 0.927, -0.605], [2.232, 1.199, -1.147], [3.266, 1.608, 0.245], [4.280, 1.793, -2.220], [4.412, 0.043, -2.086], [3.400, -2.817, 0.594], [-2.098, 0.495, 1.776], [-1.843, 1.939, 1.359], [-2.785, 2.322, 0.222], [-2.606, 1.343, -0.935], [-3.309, 1.571, -1.738], [-1.594, 1.451, -1.332], [-2.571, 3.335, -0.121], [-3.817, 2.302, 0.575], [-1.989, 2.595, 2.217], [-0.807, 2.038, 1.026], [-1.381, 0.177, 2.535], [-3.106, 0.393, 2.187], [-2.495, -0.757, -1.330], [-4.204, -2.555, -0.694], [-5.497, -2.117, 0.418], [-3.835, -2.206, 0.999]], "nbo_charge": [-0.610, -0.411, 0.209, 0.201, -0.028, -0.451, 0.687, -0.628, -0.638, 0.252, 0.253, 0.342, -0.121, -0.293, -0.257, 0.315, -0.591, 0.668, -0.562, -0.508, 0.229, 0.237, -0.413, -0.219, 0.232, 0.209, 0.222, 0.211, 0.378, -0.229, -0.404, -0.401, -0.402, 0.212, 0.204, 0.214, 0.196, 0.215, 0.202, 0.256, 0.186, 0.209, 0.198, 0.218, 0.211]}

=====

3.
{"formula": "C15H22N4O4S", "method": "ωB97M-V/def2-TZVPD", "e_homo_ev": -7.309, "elements": ["C", "C", "C", "C", "C", "H", "H", "C", "N", "C", "N", "C", "C", "C", "O", "N", "C", "O", "N", "C", "H", "H", "H", "H", "S", "C", "C", "O", "O", "C", "H", "H", "H", "H", "H", "H", "H", "H", "H", "H", "H", "H", "H", "H", "H", "H"], "coordinates": [[3.504, 0.344, -1.248], [3.362, -1.044, -1.938], [2.232, -1.703, -1.272], [2.531, -2.368, 0.101], [1.340, -3.183, 0.720], [0.551, -3.519, 0.209], [1.604, -3.948, 1.658], [0.552, -2.027, 1.688], [-0.055, -0.905, 1.015], [-1.068, -0.972, 0.333], [-1.423, 0.449, -0.195], [-0.472, 1.147, 0.116], [0.526, 0.170, 0.930], [1.668, 1.060, 1.672], [2.479, 0.467, 2.232], [1.635, 2.282, 1.384], [0.908, 2.888, 0.489], [1.044, 4.165, 0.287], [-0.096, 2.472, -0.157], [-1.153, 3.076, -0.869], [-1.047, 2.644, -2.092], [-2.262, 2.933, -0.504], [-0.908, 4.208, -0.904], [2.425, 2.890, 1.806], [-2.118, -2.145, -0.121], [-3.444, -1.426, -0.623], [-3.925, -0.475, 0.274], [-3.789, -0.102, 1.439], [-4.549, 0.649, -0.345], [-4.884, 1.791, 0.330], [-5.122, 2.703, -0.537], [-5.850, 1.565, 0.702], [-4.114, 2.209, 0.973], [-4.360, -2.304, -0.696], [-3.299, -1.155, -1.603], [1.309, -1.436, 2.585], [-0.208, -2.576, 2.147], [3.273, -3.045, 0.246], [2.859, -1.490, 0.765], [1.658, -2.508, -1.779], [1.292, -1.206, -1.000], [2.822, -0.843, -2.754], [4.027, -1.669, -1.845], [4.211, 0.707, -1.832], [2.453, 1.021, -1.487], [3.882, 0.208, -0.296]], "nbo_charge": [-0.570, -0.418, -0.371, -0.432, -0.357, 0.197, 0.218, -0.224, -0.339, 0.088, -0.500, 0.367, -0.086, 0.713, -0.600, -0.616, 0.776, -0.697, -0.420, -0.433, 0.209, 0.242, 0.265, 0.460, 0.420, -0.735, 0.788, -0.567, -0.557, -0.233, 0.166, 0.190, 0.197, 0.299, 0.283, 0.258, 0.204, 0.203, 0.215, 0.190, 0.202, 0.217, 0.198, 0.197, 0.191, 0.206]}

=====

4.
{"formula": "C15H22N5O6Ti", "method": "ωB97M-V/def2-TZVPD", "e_homo_ev": -18.582, "charge": 3, "elements": ["Ti", "O", "C", "O", "C", "O", "C", "C", "O", "O", "H", "H", "H", "H", "H", "C", "N", "C", "C", "C", "N", "C", "O", "N", "H", "H", "H", "H", "H", "H", "H", "N", "C", "N", "C", "C", "C", "C", "C", "H", "H", "H", "H", "H", "H", "H", "H", "H", "H"], "coordinates": [[-0.108, 0.993, -0.327], [-2.100, 2.583, -3.463], [-1.306, 2.632, -2.459], [-1.436, 1.846, -1.484], [-0.286, 3.751, -2.585], [0.556, 3.897, -1.463], [1.927, 3.461, -1.594], [1.727, 2.010, -1.247], [1.144, 1.256, -2.051], [1.653, 1.632, 0.008], [-2.791, 1.898, -3.376], [-0.871, 4.669, -2.702], [0.260, 3.592, -3.519], [2.519, 4.003, -0.863], [2.315, 3.594, -2.602], [-1.392, 0.153, 4.060], [-1.097, 1.435, 3.375], [-1.051, 2.634, 4.059], [-0.756, 3.792, 3.434], [-0.509, 3.770, 2.027], [-0.628, 2.590, 1.370], [-0.870, 1.493, 2.070], [-0.839, 0.402, 1.330], [-0.192, 4.850, 1.347], [-1.539, 0.372, 5.112], [-0.547, -0.518, 3.938], [-2.297, -0.275, 3.638], [-1.258, 2.572, 5.118], [-0.714, 4.715, 3.993], [-0.129, 5.750, 1.801], [-0.025, 4.796, 0.352], [-0.129, -0.869, -0.907], [-0.010, -2.043, -1.009], [0.138, -3.283, -1.125], [-0.609, -4.284, -0.275], [0.397, -5.199, 0.397], [1.464, -5.732, -0.586], [1.170, -5.342, -2.030], [1.088, -3.838, -2.196], [-1.269, -4.803, -0.970], [-1.222, -3.718, 0.423], [-0.172, -6.017, 0.841], [0.867, -4.666, 1.224], [1.529, -6.815, -0.513], [2.446, -5.351, -0.303], [0.256, -5.811, -2.398], [1.968, -5.684, -2.691], [0.680, -3.534, -3.158], [2.049, -3.357, -2.020]], "nbo_charge": [1.700, -0.546, 0.880, -0.630, -0.196, -0.518, -0.152, 0.769, -0.550, -0.563, 0.546, 0.282, 0.269, 0.259, 0.251, -0.407, -0.335, 0.132, -0.304, 0.497, -0.569, 0.770, -0.605, -0.696, 0.252, 0.243, 0.246, 0.270, 0.282, 0.443, 0.433, -0.597, 0.781, -0.372, -0.189, -0.426, -0.412, -0.433, -0.188, 0.238, 0.228, 0.259, 0.222, 0.257, 0.222, 0.227, 0.270, 0.236, 0.225]}

=====

5.
{"formula": "C15H23AlBr2Cl2F3LiN2O5P", "method": "ωB97M-V/def2-TZVPD", "e_homo_ev": -4.284, "charge": -1, "elements": ["C", "C", "N", "C", "C", "O", "C", "C", "O", "C", "C", "C", "N", "P", "O", "Cl", "H", "H", "H", "H", "H", "H", "H", "H", "H", "H", "H", "H", "H", "H", "H", "H", "H", "H", "H", "C", "C", "C", "O", "C", "C", "C", "O", "H", "H", "H", "H", "Cl", "Li", "F", "F", "Al", "Br", "Br", "F"], "coordinates": [[4.298, 1.565, 0.779], [2.939, 2.041, 1.266], [1.898, 1.054, 0.955], [0.645, 1.354, 0.300], [-0.456, 0.596, 1.065], [-1.744, 1.294, 1.093], [-2.590, 1.029, 0.116], [-3.840, 1.838, 0.109], [-2.398, 0.208, -0.774], [0.759, 0.757, -1.156], [0.611, 1.916, -2.138], [0.958, 3.144, -1.319], [0.301, 2.765, -0.015], [0.094, 4.124, 1.272], [1.390, 5.016, 0.954], [0.532, 3.208, 2.991], [4.409, 1.698, -0.295], [5.089, 2.132, 1.267], [4.465, 0.532, 1.057], [3.029, 2.144, 2.344], [2.763, 3.021, 0.830], [2.273, 0.176, 0.642], [-0.126, 0.544, 2.092], [-0.514, -0.419, 0.706], [-4.351, 1.594, -0.835], [-4.513, 1.517, 0.895], [-3.680, 2.925, 0.210], [0.154, -0.118, -1.370], [1.770, 0.406, -1.348], [1.175, 1.842, -3.061], [-0.478, 2.022, -2.365], [2.036, 3.249, -1.271], [0.454, 4.041, -1.668], [-0.672, 2.710, -0.314], [1.156, 5.620, 0.234], [-0.804, -5.705, 0.423], [-0.026, -4.624, 0.342], [-0.552, -3.294, 0.704], [0.165, -2.323, 0.659], [-1.971, -3.208, 1.131], [-2.739, -4.292, 1.210], [-2.215, -5.624, 0.846], [-2.923, -6.621, 0.871], [-0.450, -6.703, 0.181], [1.000, -4.655, 0.001], [-2.342, -2.217, 1.361], [-3.778, -4.252, 1.512], [-0.384, -6.967, -1.969], [-2.484, -6.605, -2.739], [-0.661, -2.823, -1.610], [-4.350, 3.563, 1.843], [-2.892, 2.260, -2.224], [-0.411, -7.547, -4.316], [3.259, 2.652, -3.523], [6.719, 1.440, 2.050]], "nbo_charge": [-0.634, -0.227, -0.678, 0.298, -0.142, -0.481, 0.753, -0.787, -0.647, -0.468, -0.404, -0.251, -0.676, 1.278, -0.966, -0.206, 0.211, 0.299, 0.208, 0.182, 0.174, 0.403, 0.224, 0.270, 0.144, 0.344, 0.335, 0.272, 0.256, 0.326, 0.080, 0.304, 0.199, 0.418, 0.513, -0.331, -0.077, 0.498, -0.477, -0.156, -0.278, 0.486, -0.572, 0.219, 0.245, 0.225, 0.224, -0.210, 0.957, -0.847, -0.938, 0.898, -0.070, -0.909, -0.811]}

=====

6.
{"formula": "C15H23AsCoF6N2O7S2", "method": "ωB97M-V/def2-TZVPD", "spin_multiplicity": 5, "e_homo_ev": [-11.286, -12.379], "charge": 1, "elements": ["Co", "F", "C", "F", "F", "S", "O", "O", "N", "S", "O", "O", "C", "F", "F", "F", "O", "C", "C", "C", "C", "C", "C", "C", "C", "N", "H", "H", "H", "H", "H", "H", "H", "H", "H", "H", "H", "C", "C", "O", "H", "H", "H", "C", "As", "C", "C", "O", "H", "H", "H", "H", "H", "H", "H", "H", "H"], "coordinates": [[-0.190, 0.107, -0.212], [1.982, -2.367, 2.718], [1.550, -1.498, 3.631], [2.515, -1.247, 4.494], [0.512, -2.033, 4.265], [1.030, 0.070, 2.804], [0.033, -0.388, 1.825], [0.544, 0.903, 3.844], [2.331, 0.625, 2.162], [2.872, 0.498, 0.705], [1.920, -0.124, -0.222], [3.486, 1.703, 0.271], [4.230, -0.772, 0.794], [5.101, -0.535, -0.173], [4.833, -0.707, 1.968], [3.721, -1.986, 0.623], [0.160, -0.283, -2.263], [0.219, 0.657, -3.369], [-0.048, 2.051, -2.857], [1.087, 2.588, -1.958], [0.585, 3.095, -0.638], [0.735, 4.420, -0.258], [0.214, 4.848, 0.951], [-0.468, 3.940, 1.745], [-0.577, 2.637, 1.304], [-0.048, 2.213, 0.150], [0.918, -0.878, -2.299], [-0.530, 0.347, -4.101], [1.203, 0.583, -3.833], [-0.994, 2.035, -2.306], [-0.206, 2.710, -3.712], [1.631, 3.384, -2.464], [1.816, 1.798, -1.768], [1.262, 5.100, -0.912], [0.334, 5.876, 1.265], [-0.899, 4.222, 2.694], [-1.098, 1.893, 1.891], [-0.885, -3.688, 1.465], [-0.734, -2.662, 0.389], [0.147, -2.469, -0.374], [-0.151, -4.486, 1.343], [-1.901, -4.077, 1.465], [-0.721, -3.165, 2.409], [-2.989, -1.864, -2.235], [-3.456, -0.545, -0.919], [-4.389, -1.384, 0.526], [-4.597, 0.747, -1.757], [-2.120, 0.269, -0.331], [-3.839, -2.050, -2.891], [-2.698, -2.792, -1.749], [-2.147, -1.483, -2.811], [-5.280, -1.890, 0.155], [-4.672, -0.633, 1.261], [-3.720, -2.105, 0.991], [-5.532, 0.282, -2.066], [-4.084, 1.149, -2.630], [-4.801, 1.556, -1.058]], "nbo_charge": [1.556, -0.314, 0.732, -0.285, -0.305, 2.275, -1.044, -0.880, -1.222, 2.269, -1.038, -0.886, 0.745, -0.293, -0.292, -0.302, -0.794, -0.056, -0.435, -0.455, 0.257, -0.239, -0.123, -0.240, 0.054, -0.587, 0.519, 0.185, 0.195, 0.220, 0.236, 0.235, 0.243, 0.233, 0.234, 0.240, 0.222, -0.767, 0.550, -0.522, 0.252, 0.248, 0.277, -0.998, 1.988, -0.991, -0.990, -1.236, 0.257, 0.255, 0.264, 0.256, 0.266, 0.254, 0.256, 0.256, 0.265]}